{"formula": "C23H36FN2O2", "method": "wB97M-V/def2-TZVPD", "elements": ["C", "C", "C", "C", "C", "C", "C", "C", "C", "C", "C", "C", "C", "C", "O", "C", "C", "F", "C", "O", "H", "H", "H", "H", "H", "H", "H", "H", "H", "H", "H", "H", "H", "H", "H", "H", "H", "H", "H", "H", "H", "H", "H", "H", "H", "C", "C", "N", "C", "C", "N", "C", "C", "H", "H", "H", "H", "H", "H", "H", "H", "H", "H", "H"], "coordinates": [[2.11852, -3.52891, 0.39213], [1.15745, -3.12372, 1.51262], [0.32957, -1.89906, 1.10434], [0.82550, -0.58101, 1.70890], [0.93133, 0.58699, 0.72774], [-0.25395, 0.76825, -0.23738], [-1.05833, 2.05786, 0.00155], [-2.11619, 1.86104, 1.11074], [-3.57339, 1.99180, 0.63202], [-4.31727, 0.64495, 0.52946], [-5.48077, 0.55412, 1.51830], [-6.53962, -0.48156, 1.23950], [-7.45817, -0.81184, 2.15518], [-8.52234, -1.80653, 1.85643], [-9.03441, -2.50012, 2.73002], [-8.91121, -1.90935, 0.43448], [-8.00416, -1.58920, -0.48863], [-8.22289, -1.64880, -1.79834], [-6.61982, -1.21504, -0.05460], [-5.65563, -1.58843, -0.69364], [2.84740, -2.73880, 0.23114], [1.53936, -3.62909, -0.51595], [2.60529, -4.47717, 0.57938], [1.67641, -2.96776, 2.45014], [0.47300, -3.95282, 1.64611], [0.27762, -1.82421, 0.02663], [-0.69454, -2.05999, 1.42617], [1.82919, -0.76840, 2.09162], [0.25096, -0.27871, 2.57331], [1.00436, 1.50126, 1.31031], [1.85401, 0.53980, 0.15627], [-0.95910, -0.05251, -0.19000], [0.12728, 0.77351, -1.25407], [-1.57791, 2.25296, -0.92720], [-0.38900, 2.87529, 0.23527], [-1.91367, 2.54620, 1.92620], [-2.00067, 0.87004, 1.53501], [-4.10243, 2.64061, 1.32148], [-3.59346, 2.46183, -0.34306], [-4.66739, 0.52914, -0.48279], [-3.63865, -0.18030, 0.71507], [-5.97362, 1.51979, 1.51881], [-5.08585, 0.37882, 2.51123], [-7.45772, -0.38410, 3.14422], [-9.89954, -2.24433, 0.17409], [6.52450, 3.27853, -3.54487], [7.35885, 2.03233, -3.29676], [6.64821, 1.05386, -2.45678], [6.25370, -0.20712, -2.83592], [5.66548, -0.77999, -1.75764], [5.71342, 0.14155, -0.73915], [6.31157, 1.24102, -1.18526], [5.19775, -0.04326, 0.62034], [6.26672, 3.77715, -2.61008], [7.08376, 3.98207, -4.15739], [5.59717, 3.03092, -4.06091], [8.29395, 2.28047, -2.79671], [7.60512, 1.54029, -4.23392], [6.43741, -0.55839, -3.83524], [5.21779, -1.74473, -1.59826], [6.49038, 2.13377, -0.61157], [4.42232, 0.69422, 0.81358], [6.00868, 0.07411, 1.33453], [4.77768, -1.03932, 0.71181]], "forces_ev_per_a": [[-0.3322, 0.2790, 0.3938], [-0.2562, -0.2491, -0.8478], [-0.1665, 0.1021, 0.8015], [0.7579, -0.0833, -0.4866], [-0.6253, 0.1656, 0.2078], [0.2085, 0.5761, -0.0519], [-0.2754, -1.1491, 0.1242], [0.1561, 0.3190, -0.1744], [0.2642, -0.4236, 0.4093], [0.0004, 0.3302, 0.1312], [0.2658, -0.2485, -0.5945], [-0.2626, -0.0844, 0.5080], [0.1429, -0.0583, -0.3153], [-0.4025, -0.6790, 0.9543], [0.4391, 0.9964, -1.0085], [0.1448, 0.1159, -0.6770], [-0.4279, -0.0169, 0.5713], [0.1289, -0.1331, 0.2214], [0.5968, -0.4046, -0.6810], [-0.5388, 0.3961, 0.2586], [0.3477, 0.0653, -0.1023], [-0.0489, -0.0780, -0.3543], [0.2916, -0.1035, 0.1100], [0.0906, 0.0711, 0.2532], [-0.0884, -0.2662, 0.2483], [0.1302, -0.0465, -0.3673], [-0.2582, 0.0003, -0.0051], [0.2005, 0.0625, 0.1957], [-0.3710, -0.0414, 0.1878], [0.1730, 0.2187, 0.1647], [0.2368, -0.2678, -0.1716], [-0.0462, -0.3215, 0.0432], [0.0515, 0.0027, -0.2501], [-0.0863, 0.4456, -0.2381], [0.1168, 0.3169, -0.1065], [-0.0693, 0.2467, 0.1549], [0.1271, -0.2625, 0.1869], [-0.2014, 0.2075, 0.0478], [-0.0095, 0.2967, -0.1444], [-0.1998, -0.1161, -0.2696], [0.1681, -0.1913, -0.0996], [-0.2481, 0.2378, 0.1294], [0.0236, 0.1115, 0.3491], [0.0803, -0.0476, 0.2633], [-0.1560, -0.2675, 0.0086], [-0.1448, -0.0934, 0.0730], [0.0284, 0.3279, -0.0499], [0.0822, -0.0189, 0.0268], [0.0515, 0.1224, -0.0826], [-0.0653, -0.0207, 0.1524], [-0.0085, 0.0091, 0.0639], [-0.0388, -0.0901, -0.0861], [-0.0080, 0.1430, 0.0653], [0.0445, 0.0331, -0.0047], [0.0327, -0.0086, -0.0102], [0.0185, -0.0004, -0.0331], [0.0167, -0.0475, -0.0008], [-0.0208, -0.1241, 0.0372], [-0.0580, -0.1296, 0.0301], [0.0176, -0.0375, -0.1418], [0.0190, 0.0084, 0.0204], [-0.0387, -0.0396, 0.0229], [0.0004, -0.0291, 0.0084], [-0.0012, -0.0282, -0.0696]], "lowdin_charge": [-0.1066, -0.2514, -0.2141, -0.2011, -0.2046, -0.2074, -0.1904, -0.1881, -0.1788, -0.1914, -0.1271, -0.1190, 0.0604, -0.3632, 0.1018, 0.0912, -0.1878, 0.1195, -0.2580, 0.1395, 0.0437, 0.0707, 0.0692, 0.1005, 0.1019, 0.0971, 0.1085, 0.0919, 0.1078, 0.1012, 0.0837, 0.0953, 0.1025, 0.0976, 0.1004, 0.1034, 0.0914, 0.1004, 0.1009, 0.0983, 0.1061, 0.1231, 0.1271, 0.1327, 0.1352, -0.0580, -0.1521, -0.0465, 0.0145, 0.0111, -0.0787, -0.0133, 0.0359, 0.0763, 0.0896, 0.0885, 0.1330, 0.1285, 0.1421, 0.1400, 0.1767, 0.0992, 0.1079, 0.0911], "charge": 1, "homo_lumo_gap_ev": 8.418, "total_energy_ha": -1257.55754, "lumo_energy_ev": -3.0}